No. 1
Here is a cluster of 12 separate species, C18H60O12 in total at a distorted geometry from the OMol25 dataset. Energies are from ωB97M-V/def2-TZVPD.

XYZ file:
```
90
C18H60O12, DFT ωB97M-V/def2-TZVPD
C -23.258 -2.432 5.112
O -21.927 -2.406 4.584
H -23.774 -1.488 4.930
H -23.819 -3.261 4.682
H -23.245 -2.524 6.199
H -21.511 -1.658 5.023
C -23.648 -5.090 2.475
O -23.805 -6.146 1.552
H -24.631 -4.720 2.770
H -23.172 -5.367 3.416
H -23.058 -4.229 2.159
H -24.556 -5.893 1.011
C -18.377 -3.880 1.829
O -18.007 -2.974 0.811
H -17.777 -4.776 1.656
H -18.113 -3.515 2.822
H -19.416 -4.207 1.804
H -17.085 -2.779 0.994
C -17.261 -6.737 3.994
O -17.136 -7.449 5.209
H -18.016 -5.951 4.056
H -16.301 -6.316 3.697
H -17.723 -7.374 3.238
H -17.968 -7.936 5.247
C -19.839 -9.123 4.246
O -19.345 -8.926 5.531
H -19.256 -9.827 3.652
H -20.877 -9.425 4.386
H -19.794 -8.142 3.773
H -19.722 -9.581 6.122
C -20.468 -5.440 5.178
O -19.903 -4.292 4.580
H -19.789 -6.055 5.771
H -21.339 -5.140 5.762
H -20.864 -6.175 4.474
H -20.555 -3.594 4.701
C -19.654 -7.390 9.040
C -20.565 -7.866 10.204
O -21.731 -7.046 10.388
H -19.082 -6.498 9.299
H -20.184 -7.231 8.101
H -18.861 -8.098 8.794
H -19.992 -8.126 11.095
H -20.851 -8.868 9.877
H -22.110 -7.183 11.259
C -16.500 -3.146 7.253
C -17.397 -4.282 6.696
O -16.911 -5.549 7.154
H -16.794 -2.147 6.930
H -15.466 -3.258 6.924
H -16.405 -3.163 8.339
H -17.422 -4.249 5.607
H -18.409 -4.162 7.087
H -16.909 -6.191 6.434
C -20.714 -3.575 9.659
C -21.356 -4.238 8.444
O -22.583 -4.813 8.831
H -20.542 -4.276 10.475
H -21.216 -2.663 9.980
H -19.718 -3.244 9.356
H -20.747 -4.967 7.908
H -21.493 -3.451 7.701
H -22.380 -5.658 9.244
C -24.150 -8.195 3.986
C -23.727 -7.853 5.433
O -24.851 -8.003 6.275
H -23.313 -8.310 3.298
H -24.851 -7.446 3.616
H -24.718 -9.125 3.954
H -23.336 -6.836 5.494
H -22.933 -8.492 5.826
H -24.562 -7.713 7.144
C -20.537 -6.156 0.043
C -20.421 -6.911 1.306
O -21.573 -7.669 1.432
H -20.367 -6.817 -0.806
H -19.729 -5.425 -0.012
H -21.489 -5.627 0.062
H -20.404 -6.319 2.224
H -19.516 -7.518 1.351
H -22.343 -7.093 1.477
C -18.841 0.541 6.552
C -19.425 -0.856 6.383
O -20.821 -0.767 6.624
H -17.756 0.485 6.651
H -19.201 1.099 7.418
H -19.079 1.235 5.746
H -18.944 -1.553 7.069
H -19.283 -1.228 5.368
H -21.005 -0.427 7.503
```

Its structure (SMILES) is CCO.CCO.CCO.CCO.CCO.CCO.CO.CO.CO.CO.CO.CO. The LUMO energy comes out at 0.34 eV. Its energy above the lowest of the compared OMol25 structures with the same formula, charge and spin is 487.6 kJ/mol. The value obtained for the HOMO energy is -9.45 eV. The spin multiplicity is 1. Its orbital gap is 9.79 eV.

No. 2
Here is the molecule C6H10 from the OMol25 dataset. Energies are from ωB97M-V/def2-TZVPD.

XYZ file:
```
16
C6H10, DFT ωB97M-V/def2-TZVPD
C 0.014 -1.156 2.314
C 0.069 -0.630 0.909
C -1.162 0.243 -2.224
C 0.107 0.259 -1.821
C 0.638 1.184 -0.759
C 0.692 0.501 0.590
H -0.958 -1.628 2.488
H 0.796 -1.897 2.530
H 0.124 -0.326 3.021
H -0.497 -1.159 0.142
H -1.565 -0.525 -2.882
H -1.882 0.974 -1.858
H 0.804 -0.512 -2.154
H -0.027 2.053 -0.663
H 1.627 1.589 -1.019
H 1.220 1.029 1.386
```

Its structure (SMILES) is C=CC/C=C/C. The LUMO energy comes out at 1.27 eV. Its energy above the lowest of the compared OMol25 structures with the same formula, charge and spin is 97.9 kJ/mol. The value obtained for the HOMO energy is -9.20 eV. The spin multiplicity is 1. Its orbital gap is 10.46 eV.

No. 3
Here is the molecule C7H12O at a distorted geometry from the OMol25 dataset. Energies are from ωB97M-V/def2-TZVPD.

XYZ file:
```
20
C7H12O, DFT ωB97M-V/def2-TZVPD
C -1.776 -0.518 0.428
C -1.589 0.792 -0.545
C -0.086 0.900 -0.491
C 1.497 1.241 -0.343
C 2.104 -0.051 -0.165
C 0.663 -1.012 -0.110
C -0.719 -1.839 0.383
H -1.554 -0.076 1.599
H -2.864 -0.975 0.773
H -1.761 0.632 -1.548
H -1.936 1.650 -0.144
H -0.094 0.617 0.694
H 2.033 1.744 -1.176
H 1.435 1.922 0.683
H 2.783 0.152 -1.099
H 2.869 -0.030 0.729
H 0.654 -0.195 0.653
H -0.657 -2.315 1.379
H -1.010 -2.365 -0.555
O 0.011 -0.270 -1.145
```

Its structure (SMILES) is C1C[C@@H]2CC[C@@H](C1)O2. The LUMO energy comes out at 0.98 eV. Its energy above the lowest of the compared OMol25 structures with the same formula, charge and spin is 1149.5 kJ/mol. The value obtained for the HOMO energy is -7.47 eV. The spin multiplicity is 1. Its orbital gap is 8.45 eV.